Entry 1:
Entry from OMol25: a structure of composition C24H37Ge2N2O3SeV (ωB97M-V with the def2-TZVPD basis set).

Values from the calculation:
Total charge: -1
HOMO-LUMO gap (alpha / beta) in eV: 4.64 / 6.96
Multiplicity: 4
<S²>: 3.81
Energy relative to the best compared isomer or geometry (same formula, charge and spin) in kJ/mol: 38.2

Each line ends with the Mulliken charge.
Positions of all 70 atoms, in Å:
V  0.068  -0.050  0.082  -0.293
C  3.973  -1.044  -1.423  -0.323
O  4.646  -0.399  -0.358  -0.587
C  4.082  -0.490  0.885  0.516
C  4.974  -0.602  1.942  -0.698
C  4.498  -0.643  3.253  -0.600
C  3.143  -0.581  3.487  -1.084
C  2.205  -0.463  2.434  1.491
C  0.816  -0.451  2.797  -1.175
N  -0.197  -0.362  1.926  0.931
N  -1.494  -0.546  2.348  -1.025
C  -2.287  -0.582  1.308  0.158
O  -1.829  -0.430  0.073  -0.405
C  -3.708  -0.930  1.502  0.335
C  -4.476  -1.308  0.404  -0.383
C  -5.808  -1.673  0.562  -0.740
C  -6.395  -1.660  1.819  -0.367
C  -5.633  -1.276  2.920  -0.611
C  -4.303  -0.915  2.765  -0.175
C  2.703  -0.398  1.089  0.118
O  1.877  -0.255  0.033  0.167
H  4.725  -1.235  -2.188  0.354
H  3.172  -0.432  -1.834  -0.071
H  3.555  -1.993  -1.088  0.061
H  6.031  -0.652  1.713  0.430
H  5.192  -0.730  4.080  0.358
H  2.763  -0.626  4.502  0.344
H  0.557  -0.584  3.843  0.236
H  -4.007  -1.313  -0.572  0.387
H  -6.390  -1.973  -0.302  0.364
H  -7.433  -1.944  1.944  0.371
H  -6.082  -1.261  3.907  0.360
H  -3.700  -0.619  3.614  0.452
C  -1.682  2.046  -2.585  -1.139
Ge  -0.054  2.668  -1.677  0.448
C  0.000  4.619  -1.908  -1.247
C  1.449  1.958  -2.729  -1.085
C  -0.002  2.025  0.137  -0.786
H  -1.674  2.337  -3.639  0.428
H  -2.571  2.467  -2.109  0.323
H  -1.763  0.958  -2.517  0.249
H  -0.036  4.880  -2.971  0.341
H  0.919  5.028  -1.480  0.351
H  -0.851  5.088  -1.405  0.344
H  1.417  2.346  -3.750  0.451
H  1.404  0.865  -2.776  0.191
H  2.406  2.227  -2.275  0.341
H  -0.897  2.374  0.664  0.378
H  0.881  2.416  0.651  0.423
C  2.513  -4.651  -1.861  -1.120
Ge  1.900  -5.097  -0.062  0.620
C  2.349  -6.977  0.260  -1.206
C  2.763  -3.964  1.257  -0.415
C  -0.035  -4.927  0.079  -1.014
Se  -0.695  -3.088  0.028  0.129
C  -0.663  -2.917  -1.918  -0.640
H  3.600  -4.747  -1.913  0.367
H  2.249  -3.626  -2.116  0.183
H  2.067  -5.321  -2.600  0.366
H  3.428  -7.135  0.184  0.353
H  1.852  -7.619  -0.472  0.343
H  2.027  -7.280  1.260  0.348
H  3.848  -4.062  1.192  0.358
H  2.445  -4.245  2.264  0.422
H  2.499  -2.915  1.098  -0.477
H  -0.348  -5.299  1.057  0.406
H  -0.555  -5.518  -0.675  0.424
H  0.244  -3.362  -2.314  0.242
H  -0.684  -1.858  -2.162  0.038
H  -1.539  -3.391  -2.354  0.366

Forces on atoms 1 to 6 (eV/Å):
V -0.3729 0.6731 -0.6978
C 0.0549 -0.0594 -0.2328
O 0.0858 0.1216 -0.2178
C 0.1662 0.1152 0.1352
C -0.0222 -0.0227 0.0881
C -0.0573 -0.0052 -0.0666

Entry 2:
Entry from OMol25: a structure of composition C24H37N4O3Ta (ωB97M-V with the def2-TZVPD basis set).

Values from the calculation:
Total charge: +2
HOMO-LUMO gap (alpha / beta) in eV: 6.61 / 6.76
Energy relative to the best compared isomer or geometry (same formula, charge and spin) in kJ/mol: 64.9

Each line ends with the Mulliken charge.
Positions of all 69 atoms, in Å:
Ta  0.392  -0.298  -0.104  1.519
C  0.140  4.169  -0.295  -2.410
C  -0.724  2.957  -0.558  1.463
C  -0.779  2.432  -1.857  0.801
C  -0.072  3.188  -2.963  -2.157
C  -1.608  1.329  -2.134  1.806
C  -1.824  0.881  -3.564  -2.470
C  -2.459  0.813  -1.129  0.645
C  -3.483  -0.231  -1.503  -2.461
C  -2.471  1.407  0.144  0.950
C  -3.497  0.987  1.165  -2.258
C  -1.581  2.449  0.439  0.643
C  -1.672  3.123  1.790  -2.040
H  0.565  4.185  0.707  0.510
H  -0.446  5.088  -0.387  0.414
H  0.964  4.250  -0.999  0.456
H  1.012  3.249  -2.836  0.483
H  -0.420  4.223  -2.968  0.500
H  -0.273  2.792  -3.952  0.325
H  -2.569  1.528  -4.035  0.361
H  -2.215  -0.129  -3.634  0.646
H  -0.928  0.938  -4.180  0.522
H  -3.034  -1.075  -2.027  0.249
H  -4.232  0.206  -2.168  0.508
H  -3.998  -0.636  -0.639  0.454
H  -3.198  0.072  1.685  0.179
H  -4.463  0.800  0.703  0.496
H  -3.657  1.748  1.921  0.494
H  -2.570  3.744  1.839  0.408
H  -0.838  3.787  1.999  0.355
H  -1.749  2.405  2.609  0.560
N  1.066  1.290  1.578  -0.727
C  1.946  0.945  2.750  -0.791
C  3.093  0.006  2.349  -0.546
C  2.442  -1.096  1.578  0.439
O  1.979  -2.089  2.064  -0.443
O  2.254  -0.792  0.258  -0.618
H  1.563  1.990  1.028  0.359
H  0.248  1.778  1.931  0.094
H  1.330  0.457  3.501  0.368
H  2.340  1.859  3.192  0.444
H  3.558  -0.405  3.241  0.384
H  3.841  0.521  1.747  0.360
N  1.512  0.428  -2.056  -0.792
H  2.292  1.007  -1.750  0.336
H  1.027  0.956  -2.773  0.089
H  1.947  -0.377  -2.507  0.314
C  -2.986  -2.694  1.249  -0.946
O  -2.034  -1.874  0.526  0.033
C  -0.996  -1.303  1.113  1.355
C  -0.866  -1.516  2.587  -1.442
H  -2.470  -3.479  1.797  0.411
H  -3.625  -3.127  0.487  0.243
H  -3.581  -2.085  1.927  0.364
H  -1.821  -1.350  3.094  0.560
H  -0.127  -0.856  3.022  -0.039
H  -0.544  -2.538  2.806  0.433
N  -0.342  -6.712  -4.085  -0.343
C  -0.238  -5.728  -3.505  -0.357
C  -0.110  -4.495  -2.776  0.581
C  0.276  -4.499  -1.439  -0.835
C  0.352  -3.301  -0.765  -0.070
N  0.104  -2.119  -1.364  -0.082
C  -0.239  -2.123  -2.661  -0.242
C  -0.375  -3.280  -3.398  -0.821
H  0.502  -5.424  -0.928  0.572
H  0.638  -3.261  0.279  0.460
H  -0.417  -1.159  -3.115  0.365
H  -0.672  -3.237  -4.437  0.578

Forces on atoms 1 to 6 (eV/Å):
Ta -0.2253 0.1159 0.5493
C 0.0058 -0.0479 0.0389
C 0.0083 0.0212 -0.0257
C -0.1534 0.1530 -0.0272
C -0.0102 -0.0048 -0.0077
C -0.1513 0.1844 -0.1164

Entry 3:
Entry from OMol25: a structure of composition C24H37N4ORuS3Si2 (ωB97M-V with the def2-TZVPD basis set).

Values from the calculation:
Total charge: +1
HOMO-LUMO gap in eV: 5.48

Each line ends with the Mulliken charge.
Positions of all 72 atoms, in Å:
Ru  -0.047  -0.276  -0.716  -0.040
C  -0.082  -4.233  -3.082  -1.036
Si  -0.818  -3.502  -1.545  -0.366
C  0.315  -3.875  -0.134  -0.585
C  -2.494  -4.114  -1.045  -1.015
N  -0.958  -1.697  -1.799  0.453
C  -1.807  -1.202  -2.667  1.250
C  -2.617  -1.949  -3.608  -0.703
C  -3.497  -1.301  -4.390  -0.987
C  -3.654  0.139  -4.341  -0.875
C  -2.902  0.890  -3.522  -0.750
C  -1.943  0.245  -2.663  0.745
N  -1.148  0.849  -1.828  0.372
Si  -1.077  2.589  -1.326  -0.162
C  0.384  2.484  -0.136  -0.084
C  -2.637  3.050  -0.470  -1.060
C  -0.653  3.662  -2.771  -1.128
H  0.256  -5.252  -2.875  0.373
H  0.787  -3.646  -3.390  0.337
H  -0.768  -4.280  -3.929  0.349
H  0.276  -4.961  0.003  0.541
H  -0.008  -3.424  0.804  -0.026
H  1.357  -3.618  -0.324  0.126
H  -2.467  -5.199  -0.917  0.392
H  -3.294  -3.880  -1.747  0.406
H  -2.754  -3.666  -0.082  0.310
H  -2.519  -3.021  -3.680  0.285
H  -4.110  -1.871  -5.075  0.432
H  -4.391  0.612  -4.976  0.432
H  -3.011  1.967  -3.496  0.265
H  0.703  1.450  0.088  -0.455
H  0.138  2.906  0.840  0.454
H  1.270  2.984  -0.530  0.415
H  -2.754  2.460  0.438  0.320
H  -3.511  2.877  -1.105  0.367
H  -2.624  4.110  -0.203  0.399
H  0.133  3.216  -3.382  0.326
H  -0.299  4.632  -2.413  0.415
H  -1.515  3.847  -3.414  0.382
S  1.217  -1.961  5.628  -0.268
C  0.418  -1.132  4.468  0.173
S  -0.495  -1.875  3.184  -0.066
C  -0.747  -0.328  2.431  0.262
N  -0.267  0.654  3.106  -0.660
N  0.346  0.222  4.248  0.649
C  0.948  1.228  5.076  0.321
C  1.720  2.208  4.474  -0.054
C  2.336  3.166  5.263  -0.699
C  2.182  3.133  6.643  -0.477
C  1.377  2.165  7.227  -0.624
C  0.749  1.208  6.444  -0.427
S  -1.678  -0.120  0.965  -0.300
H  1.833  2.217  3.397  0.304
H  2.939  3.936  4.801  0.371
H  2.687  3.863  7.262  0.389
H  1.234  2.151  8.300  0.371
H  0.105  0.464  6.891  0.466
C  1.997  -1.163  0.940  -0.733
C  2.890  -1.246  -0.266  -0.604
O  2.269  -0.510  -1.336  -0.145
C  2.986  0.686  -1.699  -0.592
C  2.272  1.355  -2.847  -0.572
H  2.263  -1.875  1.720  0.465
H  0.979  -1.465  0.618  0.042
H  1.980  -0.163  1.372  0.321
H  3.003  -2.275  -0.603  0.347
H  3.884  -0.845  -0.069  0.456
H  3.994  0.390  -1.997  0.519
H  3.066  1.338  -0.825  0.327
H  2.513  0.876  -3.795  0.472
H  2.546  2.409  -2.909  0.376
H  1.193  1.286  -2.705  -0.282

Forces on atoms 1 to 6 (eV/Å):
Ru 0.8349 0.0852 0.5172
C -0.0364 0.0012 -0.2096
Si -0.0218 0.0258 0.0867
C 0.1643 0.0466 0.0858
C -0.1882 0.0136 -0.0639
N 0.0614 0.0428 0.3309

Entry 4:
Entry from OMol25: an isolated molecule of C24H37N5S (ωB97M-V with the def2-TZVPD basis set).

Values from the calculation:
HOMO-LUMO gap in eV: 7.74
Structure (SMILES): CCCN(CCC)CCCNC(=S)Nc1ccc2nc(N3CCCC3)cc(C)c2c1
Energy relative to the best compared isomer or geometry (same formula, charge and spin) in kJ/mol: 16.1

Each line ends with the Mulliken charge.
Positions of all 67 atoms, in Å:
C  -1.064  2.375  6.947  -1.507
C  -0.765  2.866  5.536  -0.005
H  -1.282  3.814  5.372  0.251
H  -1.138  2.140  4.811  0.199
C  0.738  3.041  5.329  -0.900
N  1.096  3.299  3.942  0.428
C  0.650  4.604  3.461  -1.028
C  -0.592  4.516  2.564  -0.724
H  -1.428  4.097  3.122  0.250
H  -0.861  5.528  2.252  0.438
C  -0.370  3.655  1.321  -0.731
N  -0.183  2.288  1.741  0.187
C  -0.132  1.174  0.984  0.596
N  -0.406  1.319  -0.336  0.013
C  -0.506  0.391  -1.379  1.101
C  -0.545  -0.973  -1.207  -0.063
C  -0.645  -1.831  -2.312  0.332
C  -0.720  -1.288  -3.622  -1.002
N  -0.811  -2.044  -4.730  -0.551
C  -0.835  -3.358  -4.598  0.621
N  -0.919  -4.076  -5.740  0.111
C  -0.978  -5.517  -5.834  -0.670
C  -0.933  -5.789  -7.338  -0.758
H  -1.446  -6.710  -7.606  0.372
C  -1.589  -4.544  -7.932  -0.630
H  -1.332  -4.391  -8.977  0.363
C  -1.061  -3.434  -7.030  -0.552
H  -1.732  -2.577  -6.943  0.342
H  -0.087  -3.067  -7.376  0.232
H  -2.674  -4.616  -7.843  0.288
H  0.103  -5.857  -7.673  0.312
H  -0.138  -5.984  -5.310  0.352
H  -1.913  -5.896  -5.396  0.331
C  -0.774  -3.998  -3.328  -0.138
C  -0.679  -3.252  -2.189  0.531
C  -0.614  -3.903  -0.844  -1.906
H  -1.458  -3.591  -0.230  0.383
H  0.298  -3.611  -0.325  0.385
H  -0.632  -4.986  -0.939  0.339
H  -0.807  -5.075  -3.271  0.374
C  -0.696  0.114  -3.770  -0.843
C  -0.591  0.928  -2.681  -0.846
H  -0.571  2.004  -2.808  0.359
H  -0.759  0.519  -4.768  0.460
H  -0.490  -1.386  -0.216  0.383
H  -0.507  2.274  -0.651  0.087
S  0.243  -0.246  1.757  -0.544
H  0.215  2.221  2.681  -0.360
H  -1.254  3.735  0.674  0.559
H  0.503  4.027  0.761  0.285
H  1.451  5.076  2.885  0.535
H  0.426  5.272  4.304  0.285
C  2.509  3.034  3.685  -0.750
H  3.147  3.565  4.411  0.516
C  2.841  1.531  3.704  -0.283
C  3.774  1.135  4.842  -1.407
H  3.964  0.065  4.812  0.402
H  4.727  1.654  4.753  0.355
H  3.345  1.378  5.812  0.276
H  1.916  0.956  3.767  0.085
H  3.313  1.257  2.759  0.461
H  2.738  3.433  2.695  0.409
H  1.226  2.112  5.624  0.211
H  1.110  3.844  5.991  0.298
H  -2.136  2.271  7.094  0.418
H  -0.683  3.077  7.686  0.336
H  -0.599  1.408  7.121  0.347

Forces on atoms 1 to 6 (eV/Å):
C -0.0336 0.1219 -0.2022
C 0.2334 -0.0468 0.2132
H -0.0436 0.0204 -0.0977
H -0.0316 0.0370 -0.0982
C -0.3050 -0.0501 -0.0528
N 0.1770 0.1268 0.1774

| no. | strongest force on any atom (eV/Å) | molecular weight (g/mol) |
| --- | --- | --- |
| 1 | 1.81 | 676.695 |
| 2 | 0.94 | 610.533 |
| 3 | 0.99 | 651.030 |
| 4 | 0.98 | 427.662 |